No. 1
This record from the OMol25 dataset describes a structure of composition C42H40AsCl3GeN3OS4SiW. The level of theory is ωB97M-V/def2-TZVPD.

```
97
Properties=species:S:1:pos:R:3:forces:R:3
W -1.03815 0.79738 -0.05851 0.48 0.08 -1.05
C 2.39038 -0.82347 -2.54811 0.00 -0.05 -0.04
C 1.35431 -0.69090 -1.47839 0.06 0.11 0.00
N 0.39451 0.17801 -1.58368 -0.21 0.00 0.12
N 0.30901 0.77695 -2.85913 0.17 -0.03 0.01
C -0.90630 0.80335 -3.26330 -0.05 0.02 0.13
S -2.24427 0.37340 -2.22768 -0.04 0.11 0.18
S -1.34010 1.31014 -4.86622 -0.07 0.02 -0.02
C 0.28289 1.65441 -5.58990 -0.07 -0.03 -0.03
C 0.93714 2.91472 -5.09369 -0.02 0.04 0.01
C 0.24740 4.12327 -5.07905 -0.02 -0.02 0.05
C 0.87535 5.28475 -4.65700 0.01 0.01 0.01
C 2.20294 5.25252 -4.25397 0.01 -0.01 -0.03
C 2.89797 4.05212 -4.27648 0.03 0.02 -0.01
C 2.26379 2.88928 -4.68602 0.04 -0.01 -0.01
C 1.40265 -1.61669 -0.35617 0.06 -0.13 0.11
C 2.04804 -2.85177 -0.46042 -0.01 0.05 -0.02
C 2.10152 -3.71152 0.61927 -0.01 0.00 0.02
C 1.54878 -3.33083 1.83944 0.02 0.01 -0.03
C 0.92400 -2.10533 1.97164 -0.01 0.07 0.01
C 0.82651 -1.27874 0.86130 -0.09 -0.07 0.21
O 0.22595 -0.08645 0.99141 -0.01 -0.08 0.14
H 2.57093 0.14286 -3.00578 0.01 0.03 -0.01
H 2.04774 -1.50839 -3.32853 -0.01 0.01 0.00
H 3.30939 -1.20623 -2.11208 -0.01 0.02 0.00
H 0.05584 1.73415 -6.65532 0.06 -0.04 -0.01
H 0.92350 0.78793 -5.43536 0.02 0.00 -0.02
H -0.79370 4.15081 -5.37995 0.00 0.01 -0.01
H 0.32297 6.21500 -4.63483 0.00 0.01 0.00
H 2.69253 6.15848 -3.92075 -0.01 0.01 -0.01
H 3.93798 4.01516 -3.97817 0.00 0.00 0.05
H 2.80623 1.95126 -4.69372 0.01 0.00 0.01
H 2.50424 -3.14251 -1.39708 -0.01 0.00 0.01
H 2.58902 -4.67125 0.51726 0.00 0.00 0.01
H 1.61539 -3.98944 2.69542 0.01 -0.01 0.00
H 0.51617 -1.75889 2.91212 -0.01 -0.02 0.00
S 2.98602 1.13895 0.50165 0.12 -0.07 0.06
C 2.64610 1.05369 2.20363 -0.09 0.15 -0.11
C 3.42659 0.32733 3.11487 -0.02 -0.07 0.09
C 3.10963 0.29456 4.46230 0.05 -0.01 -0.07
C 2.02227 1.00449 4.96214 -0.03 0.04 0.03
C 1.24158 1.74726 4.08815 0.00 0.04 0.07
C 1.54458 1.76017 2.73642 0.09 -0.13 -0.18
As 0.55600 2.70268 1.38287 0.09 0.18 -0.10
C 1.84098 4.05578 0.83049 -0.04 0.03 0.03
C 2.35042 4.86839 1.83178 -0.04 0.01 0.05
C 3.32749 5.81243 1.53826 -0.02 -0.02 0.02
C 3.78607 5.94326 0.23896 0.01 -0.02 -0.04
C 3.28330 5.11755 -0.76149 0.01 0.08 0.05
C 2.32457 4.16669 -0.46496 -0.04 -0.01 0.00
C -0.72719 3.82341 2.35032 0.02 0.02 -0.01
C -0.85998 5.18590 2.09585 0.05 0.03 0.04
C -1.85636 5.92485 2.72347 0.02 0.02 -0.01
C -2.72386 5.31767 3.61792 0.03 -0.04 -0.01
C -2.60536 3.95695 3.86781 -0.01 0.01 -0.01
C -1.62676 3.21797 3.22383 -0.02 -0.03 0.02
H 4.28554 -0.21346 2.73828 0.00 -0.01 0.00
H 3.72739 -0.28220 5.14041 0.01 -0.01 -0.01
H 1.79942 0.99309 6.02128 -0.02 0.01 -0.01
H 0.41652 2.33663 4.46561 -0.04 -0.01 0.04
H 1.99453 4.75803 2.84977 0.01 0.03 0.01
H 3.72856 6.43374 2.32859 0.00 0.01 -0.01
H 4.54622 6.67727 0.00306 0.00 0.00 0.00
H 3.64987 5.21284 -1.77359 0.03 -0.03 -0.02
H 1.97551 3.49054 -1.23603 -0.01 0.00 -0.04
H -0.18772 5.68544 1.41040 0.00 -0.04 0.03
H -1.94796 6.98225 2.50980 0.00 0.00 0.00
H -3.49442 5.89744 4.10927 0.00 0.00 0.00
H -3.28821 3.46320 4.54780 -0.01 0.01 0.00
H -1.59007 2.14803 3.37176 0.03 -0.02 -0.01
C -6.11201 -3.51498 2.26873 -0.02 -0.02 0.01
Si -4.34261 -3.62824 1.66860 0.00 0.01 0.06
C -3.55326 -5.21019 2.28114 0.00 -0.03 0.00
C -4.36048 -3.65064 -0.19483 0.02 0.04 -0.05
C -3.40615 -2.21724 2.53387 0.01 -0.01 -0.10
C -3.53430 -2.20016 3.91831 0.03 0.03 0.03
C -2.88822 -1.24317 4.68755 -0.01 -0.01 0.00
C -2.11459 -0.30817 4.03232 0.17 0.01 -0.03
N -1.95206 -0.28468 2.70871 -0.33 0.00 -0.03
C -2.58551 -1.21236 1.98836 0.01 -0.05 0.10
S -2.34271 -1.17015 0.23977 -0.05 -0.12 -0.15
H -6.70367 -4.33043 1.84650 -0.01 0.00 0.01
H -6.56773 -2.57357 1.95563 0.00 0.01 0.00
H -6.18796 -3.57791 3.35546 -0.01 0.00 0.00
H -4.09177 -6.07959 1.89718 0.01 -0.01 0.01
H -3.55181 -5.27006 3.37111 0.00 0.00 0.01
H -2.51759 -5.27878 1.94125 0.01 0.00 0.00
H -4.98244 -4.49264 -0.51167 -0.01 -0.01 0.02
H -3.36540 -3.78660 -0.61720 0.01 0.00 -0.02
H -4.78451 -2.73937 -0.61690 0.01 0.00 -0.01
H -4.14614 -2.94839 4.41107 0.00 0.00 0.01
H -2.97723 -1.22384 5.76465 0.00 0.00 0.01
H -1.56800 0.44373 4.58939 0.00 0.05 0.05
Cl -0.53564 5.27876 -1.41087 -0.13 -0.03 0.13
Ge -1.38587 3.29180 -1.40316 0.15 -0.33 0.05
Cl -2.96853 2.04520 0.56539 -0.18 0.18 0.22
Cl -3.09621 3.72293 -2.62440 -0.10 0.03 -0.02
```
Forces are in eV/Å.

Calculated values
LUMO energy (spin up / spin down)	-0.05715 / -0.05524	Ha
energy relative to the best compared isomer or geometry (same formula, charge and spin)	65.91	kcal/mol
E	-9506.7315	Ha
expectation value of S²	0.760
multiplicity	2

***

No. 2
This record from the OMol25 dataset describes a structure of composition C42H40N3O6OsS2. The level of theory is ωB97M-V/def2-TZVPD.

```
94
Properties=species:S:1:pos:R:3:forces:R:3
Os 0.28925 0.04316 -0.31827 1.00 -0.51 0.37
S 2.55261 -0.01618 -0.30921 0.52 0.13 -0.28
C 3.17005 1.64781 -0.03018 -0.67 -0.22 0.21
N 4.47377 1.89865 0.14861 0.15 -1.42 -0.22
C 4.82308 3.17517 0.68333 -0.14 -0.23 2.38
C 4.09232 4.31106 0.05252 -1.64 -0.53 1.25
N 2.60737 3.98258 0.24104 1.32 0.60 -0.05
C 1.69137 5.16463 0.32181 1.06 -1.28 0.00
C 1.85223 5.91355 -0.94057 0.59 2.63 -1.92
C 2.16631 7.33100 -0.93584 -0.76 -2.37 1.41
C 2.45549 7.94290 -2.11065 0.28 0.89 -1.99
C 2.48337 7.26081 -3.36042 -0.43 -0.08 2.04
C 2.06919 5.94923 -3.37718 0.44 0.35 0.82
C 1.75925 5.28588 -2.20096 -0.84 -2.05 1.80
C 2.24547 2.69467 0.09232 -0.11 -0.26 -0.40
S 0.56013 2.26097 -0.03100 -1.28 1.18 0.09
C 5.46544 0.79488 0.27389 -0.79 -0.45 0.13
C 5.79739 0.37072 1.68362 -0.99 -1.03 1.06
C 4.99656 -0.68698 2.26540 0.17 1.75 -1.58
C 5.24927 -1.06671 3.53447 1.25 0.22 0.85
C 6.35055 -0.50820 4.20888 -0.83 -2.07 2.03
C 7.18792 0.41643 3.66684 -0.36 0.56 0.52
C 6.84210 0.91783 2.42814 -0.07 0.18 -1.54
H 5.87014 3.26419 0.65227 1.48 0.39 -0.63
H 4.66829 3.15419 1.80934 -0.32 0.13 -1.02
H 4.32865 4.39666 -0.98700 -0.02 0.21 -0.74
H 4.35200 5.23439 0.59479 -0.39 -0.25 -0.34
H 2.04237 5.72096 1.21741 -0.76 -0.15 -0.55
H 0.68368 4.78040 0.34153 -0.33 -0.02 0.76
H 2.13349 7.87008 0.03651 0.17 -0.33 -0.89
H 2.63750 9.01046 -2.12780 0.21 0.00 0.12
H 2.82313 7.71326 -4.26009 0.06 0.56 -0.46
H 2.10135 5.42851 -4.28382 -0.21 -0.80 -1.21
H 1.41529 4.16376 -2.18065 0.80 2.22 -0.35
H 6.36787 1.13755 -0.20507 0.25 -0.05 -0.52
H 5.00906 -0.10821 -0.20285 0.70 1.00 -0.08
H 4.13648 -1.09261 1.72849 0.43 0.09 -0.06
H 4.69352 -1.82658 4.04374 -0.39 -0.25 0.06
H 6.46656 -0.94566 5.23699 0.40 0.82 -1.01
H 7.99097 0.83575 4.25558 0.14 -0.03 -0.15
H 7.42711 1.72325 1.98239 0.00 -0.17 0.06
C -1.08518 -1.73663 3.48387 -1.25 -0.39 0.63
C -0.06955 -1.57209 2.38216 -1.83 -0.87 -0.21
C 1.26974 -2.02080 2.84183 2.55 1.79 -0.29
O 0.00748 -0.18520 1.95961 1.24 -1.09 0.43
C -0.53848 -2.42766 1.12570 0.72 -0.14 -0.68
O -1.22398 -3.43925 1.10939 0.11 0.77 0.91
O 0.01213 -1.97910 0.03103 0.16 0.58 -0.49
H -0.69462 -1.38661 4.47647 -0.56 -0.32 -0.95
H -1.46948 -2.78484 3.51948 1.01 0.46 0.24
H -2.04464 -1.26277 3.21307 0.44 0.55 0.25
H 1.66218 -1.32236 3.65354 -0.84 -1.07 -0.57
H 2.00805 -1.78295 2.02547 -0.61 -0.75 0.50
H 1.31833 -3.06787 3.13393 -0.09 0.12 -0.01
H -0.87397 0.18897 1.96584 -1.18 0.76 0.25
O -4.92235 1.85537 1.42437 -1.10 0.73 0.62
C -5.19173 0.81579 0.64977 1.49 0.24 -0.33
C -6.51176 0.56010 0.32846 -1.91 1.19 1.00
C -6.84011 -0.47820 -0.49212 -0.64 -0.42 -1.00
C -5.82181 -1.28029 -1.01907 -1.31 -0.10 0.58
C -4.53135 -0.96367 -0.73065 1.42 -1.04 -1.12
C -4.12877 0.09256 0.05248 0.06 0.63 0.26
C -2.64921 0.39700 0.28986 -1.50 -0.07 2.57
O -2.34329 0.96529 1.37155 -0.37 -0.17 -1.28
O -1.82105 -0.14482 -0.49639 0.78 0.65 -0.82
H -4.05671 1.78250 1.82287 0.99 -0.14 -0.01
H -7.35208 1.19622 0.77387 1.59 -0.82 -0.64
H -7.90245 -0.59957 -0.81266 1.06 -0.22 0.50
H -6.05878 -2.20518 -1.50074 -0.07 -0.15 -0.65
H -2.84493 -1.03561 -1.85239 0.87 -0.06 -0.56
N -3.49014 -1.69483 -1.47243 -2.01 0.51 1.90
C -3.33085 -2.96290 -1.55980 1.01 -0.78 -1.15
C -2.41089 -3.35635 -2.68898 -0.27 -0.54 2.12
C -2.44771 -2.60818 -3.81257 1.48 -2.24 -3.02
C -1.74407 -3.16004 -4.94967 -0.49 1.65 1.15
C -0.89809 -4.22361 -4.80780 0.46 -0.23 -0.74
C -0.80796 -4.89810 -3.62348 0.06 -0.42 0.81
C -1.58273 -4.47977 -2.59300 -0.75 0.20 1.45
C -4.14576 -3.98166 -0.84328 0.25 1.31 -0.06
C -4.39265 -3.93139 0.55108 -0.22 -0.70 0.07
C -5.35636 -4.87262 1.08204 2.29 2.17 -0.46
C -6.07024 -5.68562 0.25520 0.49 0.45 -0.56
C -5.77277 -5.67659 -1.09713 -1.56 -0.81 -1.77
C -4.82378 -4.83757 -1.70773 -1.60 -1.61 0.68
H -3.10421 -1.80747 -3.90523 -0.92 1.35 -0.41
H -1.80762 -2.68862 -5.90548 -0.13 0.41 -0.39
H -0.23729 -4.59436 -5.57510 -0.29 0.28 -0.64
H -0.16336 -5.75155 -3.51440 0.19 -0.12 0.05
H -1.56441 -4.93805 -1.62414 0.12 -0.50 0.28
H -3.79062 -3.17785 1.15216 -1.00 -1.33 -0.59
H -5.53753 -4.97381 2.12076 0.00 0.43 0.93
H -6.87604 -6.22507 0.71110 -0.20 -0.63 -0.29
H -6.45333 -6.30245 -1.74525 1.08 0.68 0.57
H -4.82109 -4.89403 -2.81591 0.68 0.45 0.96
```
Forces are in eV/Å.

Calculated values
LUMO energy (spin up / spin down)	-0.11004 / -0.13702	Ha
E	-3126.9918	Ha
net charge	+1
expectation value of S²	6.023
multiplicity	5